This record from the Open Molecules 2025 dataset describes C13H32NO5Zn as an isolated structure in a non-equilibrium geometry. The level of theory is ωB97M-V with the def2-TZVPD basis set.

XYZ file:
```
52
Properties=species:S:1:pos:R:3:lowdin_charge:R:1
Zn -0.252 0.826 -0.308 0.68
C 2.607 3.669 -0.912 -0.11
C 1.406 3.327 -0.027 -0.47
O 1.230 2.006 0.307 -0.34
H 2.483 4.632 -1.417 0.06
H 2.717 2.906 -1.685 0.04
H 3.528 3.751 -0.325 0.05
H 0.505 3.720 -0.538 0.09
H 1.462 3.964 0.878 0.09
C 1.455 1.324 -3.860 -0.11
C 0.640 0.137 -3.324 -0.49
O -0.146 0.409 -2.250 -0.33
H 2.359 1.475 -3.252 0.04
H 0.972 2.301 -3.854 0.07
H 1.856 1.081 -4.852 0.05
H 1.365 -0.690 -3.162 0.08
H 0.041 -0.243 -4.177 0.08
C -3.171 2.248 -1.239 -0.08
C -3.179 1.826 0.238 -0.62
C -4.347 0.899 0.548 -0.09
O -1.959 1.296 0.596 -0.30
H -2.809 1.425 -1.861 0.07
H -2.446 3.054 -1.367 0.07
H -4.164 2.592 -1.543 0.06
H -3.342 2.754 0.811 0.11
H -5.291 1.254 0.122 0.06
H -4.576 0.854 1.622 0.06
H -4.155 -0.144 0.284 0.06
C -2.420 -4.143 1.828 -0.13
O -1.363 -3.264 1.619 -0.20
C -1.595 -1.897 1.950 -0.19
C -0.241 -1.224 1.922 -0.16
N 0.177 -1.044 0.518 -0.08
C 1.640 -1.112 0.340 -0.18
C 2.288 -2.476 0.711 -0.21
O 2.859 -2.499 1.988 -0.19
C 4.132 -1.917 2.025 -0.12
H -2.853 -4.029 2.837 0.08
H -2.072 -5.175 1.821 0.08
H -3.232 -3.980 1.112 0.09
H -2.018 -1.854 2.959 0.13
H -2.258 -1.428 1.219 0.11
H 0.511 -1.835 2.428 0.11
H -0.262 -0.290 2.484 0.13
H -0.130 -1.867 0.002 0.12
H 2.132 -0.295 0.873 0.11
H 1.874 -0.908 -0.709 0.11
H 2.978 -2.788 -0.084 0.12
H 1.494 -3.230 0.648 0.12
H 4.200 -0.994 1.445 0.09
H 4.887 -2.581 1.563 0.08
H 4.483 -1.826 3.049 0.08
```

Total charge: -1
ΔE to the lowest compared entry with this formula, charge and spin, kJ/mol: 46.3